Below is an isolated molecule of C4H12N2O at a distorted geometry, with properties calculated with ωB97M-V/def2-TZVPD.

Geometry as XYZ:
```
19
Properties=species:S:1:pos:R:3:nbo_charge:R:1
C -1.597 1.604 -1.088 -0.61
C -1.237 0.356 -0.261 -0.06
N -2.033 0.195 0.978 -0.82
C 0.248 0.311 -0.092 -0.24
N 0.759 -0.974 0.386 -0.66
C 2.185 -1.089 0.258 0.10
O 2.699 -2.195 0.993 -0.72
H -1.023 2.464 -0.712 0.20
H -2.667 1.709 -1.103 0.22
H -1.206 1.542 -2.105 0.21
H -1.551 -0.494 -0.915 0.17
H -2.042 1.074 1.490 0.35
H -1.437 -0.473 1.465 0.36
H 0.776 0.546 -1.034 0.17
H 0.678 1.037 0.621 0.19
H 0.328 -1.724 -0.146 0.36
H 2.789 -0.246 0.589 0.16
H 2.397 -1.156 -0.833 0.13
H 1.934 -2.484 1.508 0.47
```

Summary:
Orbital gap (eV): 10.34
Max |F| (eV/Å): 2.055
E_LUMO (eV): 0.98
Highest occupied orbital energy (eV): -9.363
E_tot (eV): -9369.5557
Energy above the lowest of the compared OMol25 structures with the same formula, charge and spin (kcal/mol): 37.78

***

Below is a cluster of 3 separate species, C4H12N2O in total at a distorted geometry, with properties calculated with ωB97M-V/def2-TZVPD.

Geometry as XYZ:
```
19
Properties=species:S:1:pos:R:3:nbo_charge:R:1
C -0.849 0.216 -0.162 0.07
C -1.711 -1.608 0.591 -0.17
C 1.691 0.748 -0.854 -0.35
C 0.248 -0.674 -0.151 -0.37
N -0.899 1.286 0.674 -0.82
N 1.807 1.743 0.215 -0.89
O -1.921 -2.591 -0.394 -0.73
H -1.187 -3.216 -0.372 0.46
H -1.473 0.256 -1.051 0.21
H -0.009 1.466 1.172 0.42
H -1.295 2.131 0.283 0.38
H 2.012 2.686 -0.115 0.36
H 2.551 1.489 0.859 0.36
H -2.666 -1.109 0.750 0.16
H -1.414 -2.044 1.551 0.15
H 1.357 1.219 -1.779 0.17
H 2.625 0.207 -1.035 0.16
H 0.319 -1.406 -0.943 0.23
H 0.812 -0.799 0.763 0.21
```

Summary:
Orbital gap (eV): 6.95
Max |F| (eV/Å): 5.549
E_LUMO (eV): 1.05
Highest occupied orbital energy (eV): -5.897
E_tot (eV): -9365.2022
Energy above the lowest of the compared OMol25 structures with the same formula, charge and spin (kcal/mol): 138.17

***

Below is a cluster of 2 separate species, C4H12N2O in total at a distorted geometry, with properties calculated with ωB97M-V/def2-TZVPD.

Geometry as XYZ:
```
19
Properties=species:S:1:pos:R:3:nbo_charge:R:1
C 2.639 1.437 -0.146 -0.61
C 1.160 1.246 -0.476 -0.45
C 0.817 -0.188 -0.867 0.13
N 1.744 -0.771 -1.786 -0.89
C -0.392 -0.650 -0.553 -0.04
N -0.995 -1.761 -1.285 -0.83
H 2.830 2.160 0.719 0.20
H 3.117 1.943 -0.984 0.20
H 3.229 0.564 0.064 0.21
H 0.924 2.065 -1.145 0.21
H 0.570 1.411 0.445 0.20
H 2.510 -1.351 -1.511 0.39
H 1.835 -0.317 -2.678 0.38
H -1.183 -0.206 0.052 0.19
H -0.777 -2.652 -0.790 0.36
H -2.002 -1.744 -1.148 0.35
O -4.251 0.435 4.004 -0.92
H -3.283 0.415 4.080 0.46
H -4.389 1.003 4.776 0.46
```

Summary:
Orbital gap (eV): 9.01
Max |F| (eV/Å): 2.582
E_LUMO (eV): 0.67
Highest occupied orbital energy (eV): -8.338
E_tot (eV): -9368.6346
Energy above the lowest of the compared OMol25 structures with the same formula, charge and spin (kcal/mol): 59.02